{"formula": "C4H8O4", "method": "ωB97M-V with the def2-TZVPD basis set", "multiplicity": 1, "homo_ev": -9.1, "smiles": "OCC1(O)[C@@H](O)[C@@H]1O", "e_lumo_ha": 0.0210, "e_above_lowest_kcal_mol": 84.1, "homo_lumo_gap_ev": 9.7, "symbols": ["O", "O", "O", "O", "C", "C", "C", "C", "H", "H", "H", "H", "H", "H", "H", "H"], "coordinates": [[-0.123, -1.431, -0.881], [2.345, -0.774, 0.338], [0.040, 2.070, -0.266], [-2.514, -0.284, 0.029], [-0.092, -0.363, -0.027], [0.686, 0.885, -0.490], [1.235, -0.014, 0.624], [-1.330, -0.153, 0.799], [2.134, -1.085, -0.544], [1.344, 0.666, -1.357], [0.583, 2.868, -0.450], [1.234, 0.318, 1.674], [-1.269, 0.803, 1.365], [-1.415, -1.003, 1.524], [-1.056, -1.813, -0.865], [-2.519, 0.467, -0.542]]}

{"formula": "C6H12N2O2S3", "method": "ωB97M-V with the def2-TZVPD basis set", "multiplicity": 1, "homo_ev": -8.6, "e_lumo_ha": 0.0206, "e_above_lowest_kcal_mol": 66.0, "homo_lumo_gap_ev": 9.2, "symbols": ["S", "S", "S", "O", "O", "N", "N", "C", "C", "C", "C", "C", "C", "H", "H", "H", "H", "H", "H", "H", "H", "H", "H", "H", "H"], "coordinates": [[2.082, -0.191, -0.095], [0.026, 0.858, 1.784], [-0.178, 1.634, -1.125], [2.188, 1.253, 0.073], [0.375, 0.375, -1.662], [-1.549, -0.434, -0.033], [-2.284, 1.879, 0.609], [0.584, -0.661, 1.034], [-1.660, 1.882, -2.169], [-0.547, -2.610, -0.169], [-1.161, 1.085, 0.394], [-0.567, -1.178, 0.237], [3.331, -0.841, 1.109], [-0.810, -3.238, 0.685], [-2.021, 2.826, 0.854], [-2.274, 0.995, -2.089], [-1.300, 2.011, -3.184], [-2.902, 1.497, 1.317], [0.948, -1.365, 1.777], [4.306, -0.569, 0.721], [3.186, -0.382, 2.079], [0.450, -2.886, -0.509], [3.240, -1.920, 1.159], [-1.266, -2.775, -0.966], [-2.197, 2.758, -1.831]]}

{"formula": "C10H29BF3N2O7SV", "method": "ωB97M-V with the def2-TZVPD basis set", "multiplicity": 2, "homo_ev": [-4.8, -4.8], "e_lumo_ha": [0.1015, 0.1015], "e_above_lowest_kcal_mol": 60.9, "charge": -1, "homo_lumo_gap_ev": [7.5, 7.6], "symbols": ["V", "S", "F", "F", "F", "O", "O", "O", "O", "O", "O", "O", "N", "N", "C", "C", "C", "C", "C", "C", "C", "C", "C", "C", "B", "H", "H", "H", "H", "H", "H", "H", "H", "H", "H", "H", "H", "H", "H", "H", "H", "H", "H", "H", "H", "H", "H", "H", "H", "H", "H", "H", "H", "H"], "coordinates": [[0.121, -1.271, 0.033], [1.568, -1.391, 3.265], [3.574, 0.374, 3.291], [3.778, -1.138, 4.819], [4.209, -1.588, 2.652], [0.724, -0.690, 4.237], [-1.523, -1.087, 1.598], [1.283, -0.918, 1.892], [1.529, -2.828, 3.432], [0.017, 0.314, -0.065], [1.982, -1.679, -1.013], [0.617, 5.809, -2.449], [-0.312, 2.399, -3.557], [-0.026, -3.321, 1.061], [-2.024, -2.247, 2.197], [3.441, -0.915, 3.535], [-0.774, 3.268, -1.310], [-1.903, 0.148, 2.275], [3.184, -2.370, -1.071], [-1.404, -3.465, 1.371], [-0.134, 6.821, -3.061], [-1.648, -4.859, 1.987], [-0.516, 3.593, -2.831], [0.671, 4.567, -3.079], [-1.521, -1.745, -1.571], [-1.169, -5.133, 2.927], [0.193, -4.179, 0.576], [0.885, 4.744, -4.133], [-2.722, -5.020, 2.084], [-1.502, 2.457, -1.330], [-1.283, 0.285, 3.161], [-0.860, -2.495, -1.166], [-0.013, 2.594, -4.502], [-0.182, 7.762, -2.513], [1.566, 4.109, -2.658], [-1.454, 3.996, -3.214], [-2.351, -2.074, -2.178], [0.500, 2.065, -3.058], [-1.706, 1.031, 1.667], [-3.111, -2.234, 2.114], [0.109, 3.111, -0.691], [0.313, 7.023, -4.034], [-1.963, -3.376, 0.439], [3.045, -3.450, -1.123], [-1.300, 4.088, -0.821], [-1.712, -2.362, 3.235], [-1.870, -1.155, -0.738], [3.693, -2.179, -0.126], [-2.954, 0.102, 2.562], [-0.906, -1.067, -2.143], [-1.146, 6.463, -3.249], [-1.391, -5.588, 1.219], [3.830, -1.943, -1.837], [0.548, -3.354, 1.891]]}

{"formula": "C16H30BBrCaF3KO8", "method": "ωB97M-V with the def2-TZVPD basis set", "multiplicity": 1, "homo_ev": -7.1, "e_lumo_ha": -0.2060, "homo_lumo_gap_ev": 1.5, "symbols": ["Br", "Ca", "K", "F", "F", "F", "O", "O", "O", "O", "O", "O", "O", "O", "C", "C", "C", "C", "C", "C", "C", "C", "C", "C", "C", "C", "C", "C", "C", "C", "B", "H", "H", "H", "H", "H", "H", "H", "H", "H", "H", "H", "H", "H", "H", "H", "H", "H", "H", "H", "H", "H", "H", "H", "H", "H", "H", "H", "H", "H", "H"], "coordinates": [[-4.782, 1.177, 0.561], [-0.191, 5.521, -0.828], [0.623, 1.535, 3.024], [-1.422, 1.119, -2.170], [-1.176, 0.415, 4.657], [1.910, -3.312, -3.557], [2.956, 0.642, -3.448], [1.898, 1.021, 5.360], [1.792, 0.513, 7.509], [3.521, -0.257, 6.277], [0.607, -4.000, -1.883], [4.588, -0.918, -3.347], [5.145, 1.119, -3.774], [2.083, -2.829, -0.835], [-1.401, -0.926, 2.662], [-2.865, -0.904, -0.241], [3.602, -1.937, -3.062], [-5.188, -1.023, -1.133], [-1.400, 1.324, -0.783], [4.110, 0.304, -3.514], [-0.093, -2.429, -0.068], [-0.376, 3.520, 0.017], [2.482, 0.348, 6.484], [-0.144, -0.933, -0.457], [-1.402, 0.304, 1.647], [-4.020, -0.065, -0.795], [0.970, -3.082, -0.943], [4.782, 2.478, -3.980], [-0.063, 2.115, -0.541], [-2.011, -0.572, 4.058], [-1.462, -0.100, 0.059], [-3.796, 0.455, -1.723], [-5.418, -1.616, -0.245], [-0.048, -0.900, -1.551], [-0.009, -4.601, -1.433], [-0.324, -1.155, 2.884], [0.288, -2.504, 0.951], [4.310, 2.890, -3.088], [-1.026, -2.975, -0.223], [-2.258, 0.936, 1.945], [3.077, -1.716, -2.139], [0.799, -0.500, -0.079], [4.119, 2.574, -4.840], [4.129, -2.875, -2.949], [-3.260, -1.472, 0.608], [0.649, 4.034, 0.154], [2.878, -2.039, -3.907], [5.697, 3.029, -4.179], [-0.508, 0.916, 1.904], [0.631, 1.628, 0.175], [-2.211, 2.008, -0.474], [0.487, 2.237, -1.479], [-4.924, -1.702, -1.945], [-1.940, -1.467, 4.671], [-1.811, -1.848, 2.255], [-1.076, 4.086, -0.667], [1.153, 1.351, 5.893], [-3.034, -0.216, 3.963], [-6.096, -0.469, -1.383], [-0.910, 3.390, 0.965], [-2.642, -1.647, -1.022]]}

{"formula": "C2H10NO", "method": "ωB97M-V with the def2-TZVPD basis set", "multiplicity": 1, "homo_ev": -15.6, "e_lumo_ha": -0.1286, "e_above_lowest_kcal_mol": 9.2, "charge": 1, "homo_lumo_gap_ev": 12.1, "symbols": ["O", "N", "C", "C", "H", "H", "H", "H", "H", "H", "H", "H", "H", "H"], "coordinates": [[2.263, -1.238, -1.878], [-0.243, -0.764, 0.090], [-1.154, 0.105, 0.946], [-0.862, 1.576, 0.673], [0.684, -0.334, 0.049], [3.123, -1.617, -1.662], [-0.561, -0.918, -0.868], [-2.132, -0.233, 0.812], [2.381, -0.653, -2.638], [-1.791, 2.120, 0.861], [-0.112, -1.692, 0.494], [-0.859, -0.132, 1.952], [-0.491, 1.822, -0.316], [-0.246, 1.956, 1.485]]}

{"formula": "C42H112O14", "method": "ωB97M-V with the def2-TZVPD basis set", "multiplicity": 1, "homo_ev": -9.1, "e_lumo_ha": 0.0137, "e_above_lowest_kcal_mol": 61.1, "homo_lumo_gap_ev": 9.5, "symbols": ["O", "O", "O", "O", "O", "O", "O", "O", "O", "O", "O", "O", "O", "O", "C", "C", "C", "C", "C", "C", "C", "C", "C", "C", "C", "C", "C", "C", "C", "C", "C", "C", "C", "C", "C", "C", "C", "C", "C", "C", "C", "C", "C", "C", "C", "C", "C", "C", "C", "C", "C", "C", "C", "C", "C", "C", "H", "H", "H", "H", "H", "H", "H", "H", "H", "H", "H", "H", "H", "H", "H", "H", "H", "H", "H", "H", "H", "H", "H", "H", "H", "H", "H", "H", "H", "H", "H", "H", "H", "H", "H", "H", "H", "H", "H", "H", "H", "H", "H", "H", "H", "H", "H", "H", "H", "H", "H", "H", "H", "H", "H", "H", "H", "H", "H", "H", "H", "H", "H", "H", "H", "H", "H", "H", "H", "H", "H", "H", "H", "H", "H", "H", "H", "H", "H", "H", "H", "H", "H", "H", "H", "H", "H", "H", "H", "H", "H", "H", "H", "H", "H", "H", "H", "H", "H", "H", "H", "H", "H", "H", "H", "H", "H", "H", "H", "H", "H", "H"], "coordinates": [[-0.744, 4.467, 2.275], [-2.762, 4.596, -2.924], [5.535, 4.195, -1.128], [4.554, -2.710, 0.701], [0.718, 1.757, 6.252], [-0.794, 3.868, -5.255], [-1.203, -1.379, -7.089], [2.066, -2.598, 1.817], [-4.489, -1.769, -3.887], [-3.325, -4.132, 4.216], [0.154, -1.766, -0.017], [1.234, 3.170, 3.570], [-7.132, -0.232, 2.715], [-0.813, -4.216, -1.276], [0.002, -0.407, 0.113], [-6.567, -1.366, 0.733], [-4.774, -0.258, 2.054], [1.287, -0.550, 6.228], [4.751, -1.410, 0.197], [4.452, -1.388, -1.360], [4.364, 2.458, -2.296], [-1.299, 0.375, -5.466], [-3.869, 3.772, -2.704], [-6.118, -1.028, 2.143], [0.346, 4.240, -4.439], [3.496, -2.482, 3.707], [-0.378, 5.119, 1.070], [-1.496, -0.133, -0.216], [-3.569, -2.418, -3.057], [-3.399, -3.819, -3.611], [-3.356, 2.388, -2.347], [6.176, -0.916, 0.435], [1.091, -3.778, -2.632], [-4.125, -2.463, -1.630], [0.915, 0.271, -0.920], [3.379, 3.849, -0.429], [-1.726, -5.833, 3.589], [0.977, 5.866, 1.251], [-0.749, -1.017, -5.796], [1.473, 4.370, -5.443], [0.201, 0.460, 6.107], [1.855, -4.430, 3.336], [0.761, -1.118, -5.632], [0.384, -4.824, -1.697], [3.375, 2.979, 4.607], [4.573, 3.141, -0.942], [-4.822, 4.401, -1.701], [2.592, 2.881, 3.296], [1.161, -5.198, -0.408], [-1.699, -3.448, 2.734], [-0.485, 0.387, 4.771], [2.142, -2.937, 3.183], [-2.562, -4.632, 3.195], [-0.472, 3.917, 0.105], [2.717, 1.498, 2.629], [0.598, 3.145, -3.337], [2.164, 1.553, 1.691], [-2.812, -4.392, -2.893], [-3.625, -4.880, 4.739], [1.991, -4.279, -2.990], [-2.709, 2.377, -1.469], [-1.322, 3.295, 0.385], [-2.563, -2.013, -3.166], [-4.405, 3.611, -3.641], [-3.009, 5.519, -3.019], [1.760, -4.626, 4.405], [1.292, -0.385, -6.240], [-2.361, 0.389, -5.710], [-6.460, -0.514, 0.062], [-1.093, 0.625, -4.425], [-0.311, 2.965, -2.764], [-1.563, 3.891, -4.680], [-5.903, -2.189, 0.464], [0.347, 3.206, 0.223], [-5.029, -3.055, -1.490], [-5.383, 5.280, -2.017], [-7.586, -1.733, 0.605], [6.354, -0.920, 1.510], [-1.221, 1.190, 4.728], [1.185, -4.272, 0.165], [-4.785, 0.498, 1.269], [-4.162, 1.707, -2.074], [-1.678, 0.940, -0.147], [5.160, -3.266, 0.205], [-1.035, -0.554, 4.800], [3.732, -1.505, 3.288], [1.748, -0.598, 7.215], [-3.900, -0.898, 1.933], [-1.181, 5.764, 0.713], [-1.758, -0.582, -1.173], [4.983, 2.466, -0.191], [1.312, 5.267, -6.041], [5.156, 1.740, -2.511], [-4.628, 0.265, 2.999], [4.075, -0.809, 0.805], [2.716, 3.032, -0.140], [3.002, 3.619, 2.606], [0.593, -5.928, 0.169], [-4.256, 4.696, -0.817], [1.355, -2.315, 3.611], [0.137, -5.732, -2.247], [0.556, 0.068, -1.930], [-7.760, -0.854, 3.089], [-1.078, -5.522, 4.409], [-3.287, -4.909, 2.428], [3.014, 3.778, 5.255], [0.065, 5.210, -4.028], [1.028, 6.587, 2.067], [0.019, 3.992, 2.621], [2.094, -0.337, 5.527], [0.390, -3.595, -3.446], [2.902, -2.848, 1.410], [4.439, 3.159, 4.448], [-3.351, -2.819, -0.949], [0.928, 2.766, 4.387], [5.278, -1.805, -1.936], [-1.068, -3.816, 1.924], [4.414, -0.331, -1.625], [3.476, -2.477, 4.797], [-2.104, -0.547, 0.589], [0.861, 2.196, -3.807], [1.802, 5.233, 1.580], [-0.621, 4.195, -0.939], [-4.368, -1.437, -1.350], [1.490, 3.476, -2.804], [2.184, -5.545, -0.557], [-2.282, -6.704, 3.937], [-2.701, 2.028, -3.140], [0.959, 1.355, -0.811], [1.645, 3.525, -6.109], [3.776, 1.351, 2.417], [2.394, 4.621, -4.915], [3.275, 2.035, 5.143], [-1.039, -3.086, 3.523], [-2.161, -1.318, -7.085], [6.901, -1.537, -0.092], [0.841, -2.021, 0.607], [5.209, 4.826, -1.774], [-2.831, -3.815, -4.542], [1.943, -0.089, -0.877], [3.515, -1.893, -1.592], [-0.745, 1.067, -6.101], [4.413, 3.218, -3.076], [1.234, 1.726, 7.062], [0.145, 0.384, 3.883], [0.945, -1.563, 6.014], [-5.338, -2.208, -3.795], [1.319, -2.882, -2.055], [-5.527, 3.629, -1.394], [0.855, -0.695, -4.630], [1.195, -2.112, -5.729], [6.154, 0.083, -0.003], [-1.198, -1.715, -5.087], [1.297, 6.318, 0.312], [0.929, -4.762, 2.869], [2.936, 4.521, -1.164], [0.374, -0.149, 1.105], [4.221, -3.248, 3.427], [-1.052, -6.218, 2.822], [-0.570, 0.277, 6.857], [3.622, 4.477, 0.428], [2.690, -5.006, 2.938], [-2.290, -2.635, 2.315], [-6.022, -1.893, 2.800], [-4.347, -4.317, -3.818], [2.294, 0.725, 3.270], [-0.650, -3.355, -0.880], [3.447, 1.870, -2.354]]}

{"formula": "CHI2O2S2", "method": "ωB97M-V with the def2-TZVPD basis set", "multiplicity": 1, "homo_ev": -4.5, "e_lumo_ha": 0.0962, "e_above_lowest_kcal_mol": 46.7, "charge": -1, "homo_lumo_gap_ev": 7.1, "symbols": ["I", "I", "S", "S", "O", "O", "C", "H"], "coordinates": [[1.201, 0.718, -1.254], [0.099, -2.513, -0.742], [-0.807, 0.422, 1.366], [3.137, -0.303, -0.273], [0.264, 1.507, 1.263], [-2.158, 0.811, 0.865], [-0.398, -0.455, -0.362], [-1.339, -0.188, -0.863]]}

{"formula": "C5H12N", "method": "ωB97M-V with the def2-TZVPD basis set", "multiplicity": 1, "homo_ev": -15.3, "smiles": "C=C[N+](C)(C)C", "e_lumo_ha": -0.1047, "e_above_lowest_kcal_mol": 59.0, "charge": 1, "homo_lumo_gap_ev": 12.5, "symbols": ["N", "C", "C", "C", "C", "C", "H", "H", "H", "H", "H", "H", "H", "H", "H", "H", "H", "H"], "coordinates": [[-0.188, -0.125, 0.034], [2.209, 0.163, -0.092], [-0.155, 1.345, 0.009], [-0.804, -0.483, 1.345], [1.249, -0.735, -0.077], [-0.935, -0.676, -1.179], [0.289, 1.680, 0.855], [3.259, 0.001, -0.003], [-1.669, 0.047, 1.423], [1.288, -1.790, -0.070], [2.065, 1.188, -0.101], [-1.197, -1.679, -1.039], [-0.905, -1.549, 1.409], [-0.183, -0.039, 2.202], [-1.907, -0.138, -1.217], [-0.489, -0.460, -2.092], [-1.136, 1.723, -0.207], [0.543, 1.681, -0.898]]}

How do the records compare in electronic energy? In the order shown, they have -12465.514, -45994.965, -73503.669, -147082.281, -5767.285, -74033.798, -43019.290, -6861.000 eV.